Record 1
The following is a quantum chemistry calculation of 6 unconnected molecules or ions with the total composition C20H54N2O8, from OMol25.

The total energy is -40960.7967 eV. The value obtained for the HOMO-LUMO gap (spin up / spin down) is 0.3688 / 0.1332 Eh. Its expectation value of S² is 0.76. The calculation puts the HOMO energy (spin up / spin down) at -11.7837 / -11.4675 eV. The largest force on an atom comes out at 3.67 eV Å⁻¹.

Geometry as ORCA input:
```
! RIJCOSX wB97M-V def2-TZVPD def2/J DEFGRID3
* xyz 1 2
O 2.3813 0.8817 -1.5293
O -2.1302 -4.3375 2.6895
O -6.2102 2.6747 -0.5261
O -5.3058 -4.7689 -1.8616
O -2.8378 -0.0151 1.2509
O 5.3429 1.9821 0.3181
O 1.1504 -2.1323 -0.7676
O 2.1530 4.3997 2.8870
N 2.0252 2.0759 1.1279
N 4.2086 -0.9906 -0.6183
C 2.9266 3.2816 3.1727
C 2.2214 2.0232 2.6367
C 3.0789 2.1483 -1.8125
C -7.5480 2.3787 -0.7240
C -0.5311 -2.4618 2.2215
C 1.2713 0.9464 0.5458
C 4.8396 -0.4645 0.5631
C 0.1551 -2.3078 -1.8100
C 6.2720 3.0416 0.0900
C -7.7402 0.8916 -1.2368
C 3.5320 -2.2794 -0.2655
C -3.4257 -3.4954 -3.0410
C -3.8467 0.0661 0.2803
C -3.1809 -0.5803 -0.9551
C 1.0838 1.0835 -1.0070
C 2.7895 5.6563 3.1650
C 2.4119 -2.6149 -1.2129
C 5.8266 0.6838 0.0706
C -4.7960 -3.5491 -2.3867
C -1.3922 -3.6374 1.6645
H -2.8198 -1.5803 -0.7150
H -2.1391 -3.2168 0.9912
H 6.7752 3.3254 1.0143
H 3.9138 1.9559 -2.4864
H 0.2377 -1.5753 -2.6129
H -4.7552 -0.4036 0.6573
H -8.0192 2.9379 -1.5322
H 3.0999 -2.2361 0.7343
H 2.2677 6.3896 2.5501
H 6.0001 0.5315 -0.9946
H -4.0767 1.1037 0.0380
H -1.6968 -5.1941 2.6822
H 0.2139 -2.3225 1.4381
H 1.2646 2.0752 3.1562
H 6.8869 0.5744 0.2982
H -4.0365 -0.6843 -1.6223
H -0.8572 -2.0948 -1.4664
H 0.4040 0.3410 -1.4249
H 3.5163 2.6692 -0.9607
H 2.7866 -2.3484 -2.2011
H 2.9130 1.9369 0.6668
H 4.0973 -0.2716 1.3376
H -2.4099 0.0889 -1.3370
H -8.7924 0.6401 -1.3697
H 0.6625 2.0725 -1.1873
H 5.9637 3.9948 -0.3395
H -2.6829 -3.7640 -2.2898
H -7.3201 0.1122 -0.6011
H 0.2963 0.9912 1.0310
H -3.3807 -4.2450 -3.8311
H 3.3900 -0.4646 -0.8891
H -5.5257 -3.0106 -2.9914
H 1.6175 -0.0458 0.8355
H -4.6766 -2.8352 -1.5717
H -0.7320 -4.2471 1.0477
H 3.8272 5.8021 2.8649
H 4.1098 -3.2008 -0.3372
H -1.1599 -1.5812 2.3532
H 3.0299 3.2173 4.2559
H -0.0815 -2.7829 3.1611
H 2.3355 2.6393 -2.4405
H 0.1422 -3.3144 -2.2281
H -3.1969 0.4613 2.0030
H -5.5857 -5.2757 -2.6274
H -3.2784 -2.4934 -3.4438
H 2.7488 5.9707 4.2079
H -6.1030 2.8562 0.4105
H 3.9516 3.4041 2.8228
H 6.9900 2.8948 -0.7169
H 2.7370 1.1019 2.9077
H -7.3400 0.9284 -2.2500
H 5.4495 -1.1761 1.1197
H 2.2982 -3.6940 -1.3169
H -7.9859 2.4616 0.2708
*
```

=====

Record 2
The following is a quantum chemistry calculation of C3H9N3O in the gas phase, from OMol25.

The calculation puts the energy relative to the best compared isomer or geometry (same formula, charge and spin) at 24.1 kcal/mol. The total energy is -9774.4924 eV. The value obtained for the HOMO-LUMO gap is 0.3713 Eh. The calculation puts the HOMO energy at -9.2678 eV. The SMILES is [H]/N=C(\NC)NCO. The largest force on an atom comes out at 1.64 eV Å⁻¹.

Geometry as ORCA input:
```
! RIJCOSX wB97M-V def2-TZVPD def2/J DEFGRID3
* xyz 0 1
O 2.6442 0.0360 0.6855
N 0.5210 0.8247 0.0869
N 0.7319 -1.2823 -0.7946
N -1.4149 -0.1797 -0.5602
C 1.9520 1.0347 0.0153
C -0.0109 -0.3246 -0.4004
C -2.2186 -0.2403 0.6524
H 2.2659 1.0732 -1.0443
H 2.1897 1.9827 0.5034
H 0.2234 -2.0828 -1.1533
H -3.2531 -0.0079 0.4022
H -1.8444 0.4982 1.3600
H -1.7518 -0.8703 -1.2265
H -0.2113 1.5626 0.0773
H -2.1855 -1.2262 1.1306
H 2.3625 -0.7980 0.2658
*
```

=====

Record 3
The following is a quantum chemistry calculation of Br2ClOPS2 in the gas phase, from OMol25.

The calculation puts the energy relative to the best compared isomer or geometry (same formula, charge and spin) at 87.0 kcal/mol. The total energy is -185612.1762 eV. The value obtained for the HOMO-LUMO gap is 0.2997 Eh. The calculation puts the HOMO energy at -9.4307 eV. The SMILES is O=P(Cl)(SBr)SBr. The largest force on an atom comes out at 7.69 eV Å⁻¹.

Geometry as ORCA input:
```
! RIJCOSX wB97M-V def2-TZVPD def2/J DEFGRID3
* xyz 0 1
Br -0.8180 -2.7070 -0.0237
Br 3.1293 -1.1941 0.2597
Cl 0.9365 1.3401 -1.6681
S -0.7967 -1.1566 -1.4990
S 1.4691 -0.2647 1.2476
P 0.1407 0.2264 -0.2381
O -1.3312 1.1194 0.8513
*
```

=====

Question: What is the formula in the second record?
Answer: C3H9N3O